DFT (ωB97M-V with the def2-TZVPD basis set) results for one molecule with the formula C2F2I2 in a non-equilibrium geometry.

Geometry as XYZ:
```
6
C2F2I2 (ωB97M-V with the def2-TZVPD basis set)
F 1.24763 -0.65633 1.24046
C 0.07296 -0.51810 0.68326
I -1.62225 -1.47401 1.36427
C -0.08080 0.51592 -0.68830
F -1.24761 0.66318 -1.25852
I 1.63006 1.46933 -1.34116
```

Properties
SMILES: F/C(I)=C(/F)I
2S+1: 1

---

DFT (ωB97M-V with the def2-TZVPD basis set) results for C27H28MnN4O5S as an isolated structure in a non-equilibrium geometry.

Geometry as XYZ:
```
66
C27H28MnN4O5S (ωB97M-V with the def2-TZVPD basis set)
Mn 0.33668 -1.57077 -0.40939
C -0.34727 -1.61724 4.11020
C 0.95985 -1.55747 4.57927
C 1.98816 -1.45992 3.66851
C 1.70996 -1.43270 2.30011
N 0.43519 -1.47488 1.85931
C -0.54878 -1.56624 2.74565
C 2.74761 -1.43572 1.27326
C 4.10463 -1.25427 1.54933
C 5.04544 -1.48198 0.57191
C 4.61659 -1.92854 -0.67318
C 3.25964 -2.02833 -0.89596
N 2.33627 -1.72264 0.01534
H -1.18222 -1.70624 4.78981
H 1.16535 -1.60213 5.64011
H 3.01610 -1.43305 4.00163
H -1.55006 -1.58259 2.32847
H 4.40218 -0.93850 2.53954
H 6.09984 -1.34675 0.77131
H 5.32351 -2.19383 -1.44567
H 2.87522 -2.38213 -1.84428
O 1.01044 -1.08133 -2.64095
C 1.99375 -0.21374 -3.19523
C 1.42865 1.06552 -3.80534
C 0.27839 1.64586 -2.97428
C 0.62578 1.96362 -1.54614
C 1.18545 3.20892 -1.26049
C 1.39414 3.59451 0.04881
C 0.99385 2.72587 1.05120
C 0.47740 1.49693 0.68701
N 0.32604 1.08315 -0.57747
H 0.20030 -1.09361 -3.17234
H 2.57307 -0.75622 -3.95084
H 2.67073 0.03937 -2.37643
H 1.05200 0.85896 -4.80964
H 2.24321 1.78878 -3.89629
H -0.54284 0.93888 -2.97463
H -0.06055 2.56769 -3.45182
H 1.43192 3.87436 -2.07854
H 1.82854 4.55726 0.28526
H 1.07537 2.99272 2.09633
H 0.15125 0.80638 1.44874
C -4.20339 3.84307 1.57489
C -3.74772 2.61802 0.82928
C -3.79886 1.35928 1.42494
C -3.43193 0.22569 0.71821
C -3.01148 0.34139 -0.59721
C -2.96335 1.58068 -1.20862
C -3.32191 2.71288 -0.49226
S -2.60533 -1.16560 -1.46720
O -1.90930 -0.76200 -2.68169
O -3.84062 -1.87868 -1.65692
N -1.59950 -1.90719 -0.44958
C -1.92293 -3.29848 -0.14618
C -0.76080 -4.23043 -0.65284
O -0.95760 -5.43467 -0.71481
O 0.32141 -3.58455 -0.89591
H -4.16273 3.69131 2.65286
H -5.23741 4.07514 1.31000
H -3.59498 4.71064 1.31896
H -4.13869 1.26694 2.45023
H -3.47789 -0.75754 1.17075
H -2.65289 1.65184 -2.24265
H -3.28317 3.68590 -0.96918
H -2.86146 -3.61390 -0.59450
H -1.96831 -3.47768 0.93727
```

Properties
2S+1: 6
Expectation value of S²: 8.76

---

DFT (ωB97M-V with the def2-TZVPD basis set) results for one molecule with the formula H3NO in a non-equilibrium geometry.

Geometry as XYZ:
```
5
H3NO (ωB97M-V with the def2-TZVPD basis set)
N -0.48943 -0.04708 -0.37496
O 0.92411 -0.05893 -0.37697
H -0.76941 -0.87792 0.21232
H -0.89506 0.82242 -0.02010
H 1.22980 0.16151 0.55971
```

Properties
SMILES: NO
2S+1: 1

---

In order of appearance, ΔE to the lowest compared entry with this formula, charge and spin = 52.8 0.0 2.2 kcal/mol.